Here is 2 unconnected molecules or ions with the total composition C9H14 from the OMol25 dataset. Energies are from ωB97M-V/def2-TZVPD.

```
! RIJCOSX wB97M-V def2-TZVPD def2/J DEFGRID3
* xyz 0 1
C 0.89 -0.49 -1.63
C 1.17 0.07 -0.32
C 1.30 -0.81 0.85
C 0.93 -0.44 2.11
C 0.56 0.94 2.27
C 0.56 1.85 1.29
C 0.80 1.37 -0.06
H 1.52 -0.24 -2.56
H -0.12 -0.19 -1.94
H 1.17 -1.48 -1.71
H 1.60 -1.81 0.63
H 1.02 -1.23 2.94
H 0.24 1.07 3.40
H 0.28 2.87 1.39
H 0.61 1.95 -0.95
C -2.29 -1.46 -1.05
C -2.56 -0.33 -2.08
H -1.51 -2.03 -1.37
H -2.08 -0.90 -0.03
H -3.21 -2.03 -0.83
H -3.51 -0.28 -2.32
H -2.14 0.65 -1.93
H -2.02 -0.55 -3.00
*
```

Values from the calculation:
ΔE to the lowest compared entry with this formula, charge and spin   2.2869 eV
SMILES   Cc1ccccc1.CC
F_max   5.66 eV Å⁻¹

=====

Here is 2 unconnected molecules or ions with the total composition C9H14 from the OMol25 dataset. Energies are from ωB97M-V/def2-TZVPD.

```
! RIJCOSX wB97M-V def2-TZVPD def2/J DEFGRID3
* xyz 0 1
C 2.59 -1.84 -2.09
C 1.26 -1.89 -1.51
C 0.97 -0.98 -0.44
C -0.31 -0.95 0.15
C -1.27 -1.75 -0.34
C -1.09 -2.48 -1.57
C 0.19 -2.57 -2.07
H 2.60 -1.16 -3.07
H 2.89 -2.86 -2.44
H 3.34 -1.47 -1.50
H 1.70 -0.59 0.11
H -0.35 -0.55 1.13
H -2.37 -1.62 -0.20
H -1.91 -2.97 -1.99
H 0.27 -3.32 -2.86
C -1.81 3.61 2.27
C -0.37 3.14 2.33
H -1.79 4.60 1.95
H -2.33 3.06 1.54
H -2.23 3.66 3.30
H 0.02 2.79 1.34
H -0.24 2.23 3.14
H 0.27 3.93 2.79
*
```

Values from the calculation:
ΔE to the lowest compared entry with this formula, charge and spin   1.7856 eV
SMILES   Cc1ccccc1.CC
F_max   5.13 eV Å⁻¹

=====

Here is 2 unconnected molecules or ions with the total composition C9H14 from the OMol25 dataset. Energies are from ωB97M-V/def2-TZVPD.

```
! RIJCOSX wB97M-V def2-TZVPD def2/J DEFGRID3
* xyz 0 1
C 1.56 1.95 2.68
C 1.26 1.54 1.27
C 0.16 2.02 0.57
C -0.19 1.55 -0.69
C 0.62 0.61 -1.28
C 1.76 0.13 -0.64
C 2.00 0.52 0.67
H 2.60 2.27 2.76
H 1.35 1.18 3.43
H 0.86 2.68 3.09
H -0.41 2.81 1.06
H -1.10 1.94 -1.13
H 0.36 0.12 -2.21
H 2.49 -0.51 -1.11
H 2.77 0.03 1.26
C -1.78 -1.89 -1.77
C -2.18 -2.86 -0.66
H -0.94 -1.25 -1.46
H -1.56 -2.35 -2.73
H -2.54 -1.12 -1.93
H -1.38 -3.21 -0.01
H -3.00 -2.45 -0.06
H -2.70 -3.71 -1.11
*
```

Values from the calculation:
ΔE to the lowest compared entry with this formula, charge and spin   0.5855 eV
SMILES   Cc1ccccc1.CC
F_max   1.58 eV Å⁻¹

=====

Repeat the first record exactly.
Here is 2 unconnected molecules or ions with the total composition C9H14 from the OMol25 dataset. Energies are from ωB97M-V/def2-TZVPD.

```
! RIJCOSX wB97M-V def2-TZVPD def2/J DEFGRID3
* xyz 0 1
C 0.89 -0.49 -1.63
C 1.17 0.07 -0.32
C 1.30 -0.81 0.85
C 0.93 -0.44 2.11
C 0.56 0.94 2.27
C 0.56 1.85 1.29
C 0.80 1.37 -0.06
H 1.52 -0.24 -2.56
H -0.12 -0.19 -1.94
H 1.17 -1.48 -1.71
H 1.60 -1.81 0.63
H 1.02 -1.23 2.94
H 0.24 1.07 3.40
H 0.28 2.87 1.39
H 0.61 1.95 -0.95
C -2.29 -1.46 -1.05
C -2.56 -0.33 -2.08
H -1.51 -2.03 -1.37
H -2.08 -0.90 -0.03
H -3.21 -2.03 -0.83
H -3.51 -0.28 -2.32
H -2.14 0.65 -1.93
H -2.02 -0.55 -3.00
*
```

Values from the calculation:
ΔE to the lowest compared entry with this formula, charge and spin   2.2869 eV
SMILES   Cc1ccccc1.CC
F_max   5.66 eV Å⁻¹

=====

Please write out number 2 again, unchanged.
Here is 2 unconnected molecules or ions with the total composition C9H14 from the OMol25 dataset. Energies are from ωB97M-V/def2-TZVPD.

```
! RIJCOSX wB97M-V def2-TZVPD def2/J DEFGRID3
* xyz 0 1
C 2.59 -1.84 -2.09
C 1.26 -1.89 -1.51
C 0.97 -0.98 -0.44
C -0.31 -0.95 0.15
C -1.27 -1.75 -0.34
C -1.09 -2.48 -1.57
C 0.19 -2.57 -2.07
H 2.60 -1.16 -3.07
H 2.89 -2.86 -2.44
H 3.34 -1.47 -1.50
H 1.70 -0.59 0.11
H -0.35 -0.55 1.13
H -2.37 -1.62 -0.20
H -1.91 -2.97 -1.99
H 0.27 -3.32 -2.86
C -1.81 3.61 2.27
C -0.37 3.14 2.33
H -1.79 4.60 1.95
H -2.33 3.06 1.54
H -2.23 3.66 3.30
H 0.02 2.79 1.34
H -0.24 2.23 3.14
H 0.27 3.93 2.79
*
```

Values from the calculation:
ΔE to the lowest compared entry with this formula, charge and spin   1.7856 eV
SMILES   Cc1ccccc1.CC
F_max   5.13 eV Å⁻¹

=====

ΔE to the lowest compared entry with this formula, charge and spin of number 3 (C9H14)? 0.5855 eV

=====

The lowest ΔE to the lowest compared entry with this formula, charge and spin belongs to which entry? number 3